Entry from the Open Molecules 2025 dataset: the molecule C6H14N2 (ωB97M-V/def2-TZVPD).

XYZ file:
```
22
Properties=species:S:1:pos:R:3:nbo_charge:R:1
H 0.201 -1.344 -2.343 0.32
N -0.685 -1.004 -2.735 -0.62
C -1.399 -0.406 -1.851 0.15
C -0.997 -0.184 -0.256 -0.29
C -0.783 -1.566 0.334 -0.62
C 0.126 0.823 -0.236 -0.04
N -0.335 2.172 -0.464 -0.85
C 0.830 0.775 1.289 -0.41
C 1.998 -0.195 1.368 -0.62
H -2.364 0.025 -2.174 0.16
H -1.905 0.243 0.184 0.20
H 0.119 -2.041 -0.062 0.21
H -1.622 -2.222 0.076 0.22
H -0.730 -1.533 1.425 0.21
H 0.907 0.596 -0.965 0.20
H -0.484 2.381 -1.446 0.37
H -1.142 2.423 0.099 0.36
H 1.218 1.783 1.476 0.21
H 0.106 0.597 2.091 0.19
H 2.590 -0.014 2.274 0.21
H 2.673 -0.072 0.515 0.20
H 1.676 -1.238 1.400 0.20
```

Its relative energy (zero: lowest compared OMol25 entry of this formula, charge and spin) is 117.1 kJ/mol. Its multiplicity is 1. The SMILES is [H]/N=C\[C@@H](C)[C@@H](N)CC.

***

Entry from the Open Molecules 2025 dataset: a cluster of 2 separate species, C16H27Si in total (ωB97M-V/def2-TZVPD).

XYZ file:
```
44
Properties=species:S:1:pos:R:3:nbo_charge:R:1
C -1.723 -1.022 1.075 -0.65
C -0.470 -0.965 0.284 -0.29
C 0.495 -1.848 0.665 -0.08
C 1.790 -2.192 0.000 -0.88
Si 3.324 -1.556 0.996 1.64
C 4.892 -1.890 0.026 -1.11
C 3.037 0.279 1.192 -1.12
C 3.448 -2.401 2.660 -1.12
H -2.467 -0.280 0.800 0.19
H -2.171 -2.022 0.930 0.24
H -1.489 -0.905 2.144 0.23
H -0.410 -0.515 -0.708 0.20
H 0.277 -2.443 1.571 0.20
H 1.919 -3.283 0.024 0.25
H 1.894 -1.839 -1.044 0.23
H 5.734 -1.373 0.504 0.25
H 5.124 -2.963 -0.010 0.25
H 4.806 -1.526 -1.007 0.24
H 3.825 0.710 1.824 0.25
H 3.059 0.786 0.218 0.23
H 2.066 0.481 1.662 0.23
H 4.203 -1.890 3.276 0.25
H 2.498 -2.378 3.207 0.24
H 3.755 -3.451 2.561 0.25
C 0.033 1.563 -1.290 -0.74
C -1.209 1.393 -0.446 0.51
C -1.095 1.966 0.932 -0.74
C -2.484 1.492 -1.139 -0.17
C -3.702 1.692 -0.428 -0.11
C -4.910 1.854 -1.116 -0.22
C -4.933 1.748 -2.513 -0.08
C -3.747 1.565 -3.245 -0.22
C -2.536 1.398 -2.559 -0.10
H 0.075 0.867 -2.129 0.24
H 0.068 2.589 -1.695 0.28
H 0.928 1.370 -0.696 0.26
H -1.946 1.769 1.584 0.25
H -0.218 1.582 1.451 0.26
H -0.991 3.059 0.835 0.29
H -3.701 1.790 0.660 0.23
H -5.816 2.063 -0.549 0.25
H -5.872 1.897 -3.050 0.24
H -3.744 1.556 -4.330 0.25
H -1.615 1.270 -3.131 0.23
```

Its relative energy (zero: lowest compared OMol25 entry of this formula, charge and spin) is 112.3 kJ/mol. Its multiplicity is 1. Its net charge is +1.